Model 1:
The following is a quantum chemistry calculation of a 2-piece molecular cluster, C4H10N3O overall, from the OMol25 dataset.

As for the LUMO energy: -0.1246 hartree. Its molar mass is 116.1 g mol⁻¹. The highest occupied orbital energy is -12.230 eV. As for the net charge: +1.

The geometry in XYZ format:
```
18
C4H10N3O, DFT ωB97M-V with the def2-TZVPD basis set
C -3.325 1.398 -0.419
C 1.025 -0.608 0.139
C 1.818 1.668 0.168
C 0.334 -2.857 0.265
N -2.229 0.977 -0.126
N -1.263 0.448 0.126
N 1.299 0.496 -0.429
O 0.828 -1.666 -0.532
H -3.231 1.993 -1.444
H -4.202 1.519 0.222
H 0.965 -0.664 1.243
H 1.594 1.869 1.238
H 2.863 1.652 0.242
H 1.493 2.440 -0.502
H 1.094 -3.629 0.098
H -0.618 -3.054 -0.102
H 0.357 -2.677 1.249
H 1.198 0.696 -1.436
```



Model 2:
The following is a quantum chemistry calculation of an isolated ion of composition C4H10N3O and charge +1, from the OMol25 dataset.

As for the LUMO energy: -0.1469 hartree. Its SMILES is C[C@@H]1N=N[C@H](O)[C@H]1[NH3+]. Its molar mass is 116.1 g mol⁻¹. The highest occupied orbital energy is -12.761 eV. As for the net charge: +1.

The geometry in XYZ format:
```
18
C4H10N3O, DFT ωB97M-V with the def2-TZVPD basis set
C -0.325 -0.195 -0.339
C 0.325 0.671 0.741
C -1.845 0.093 -0.295
C 0.683 -0.273 1.979
N -0.724 1.523 1.276
N -1.862 1.391 0.900
N 0.282 0.195 -1.717
O -2.440 -1.001 0.290
H -0.196 -1.207 -0.191
H 1.224 1.281 0.655
H -2.358 0.492 -1.163
H 0.990 0.399 2.869
H 1.514 -0.968 1.830
H -0.317 -0.822 2.102
H 0.961 -0.539 -2.009
H 0.625 1.202 -1.644
H -0.627 0.297 -2.205
H -3.319 -0.868 0.486
```



Relative to the most stable structure, the computed energies are model 1 0.544; model 2 0.000, all in eV.



Model 1:
The following is a quantum chemistry calculation of C5H13O2P in the gas phase, from the OMol25 dataset.

As for the LUMO energy: 0.0273 hartree. Its SMILES is CO[P@](C)(=O)C(C)C. Its molar mass is 136.1 g mol⁻¹. The highest occupied orbital energy is -9.628 eV. As for the net charge: 0.

The geometry in XYZ format:
```
21
C5H13O2P, DFT ωB97M-V with the def2-TZVPD basis set
C 0.879 1.906 0.162
C 1.932 -0.210 0.884
C -1.035 -2.476 0.075
C -1.624 0.199 -1.549
C 0.661 0.436 0.546
O 0.955 -0.303 -2.310
O -0.096 -2.033 -0.870
P 0.048 -0.410 -1.150
H 1.296 1.790 -0.743
H -0.009 2.477 0.177
H 1.380 2.348 1.001
H 2.677 -0.151 0.255
H 1.725 -1.331 1.017
H 2.369 0.056 1.880
H -1.859 -1.809 0.087
H -0.546 -2.564 1.012
H -1.383 -3.359 -0.220
H -2.370 -0.135 -0.786
H -1.296 1.313 -1.576
H -1.897 -0.203 -2.482
H -0.114 0.186 1.302
```



Model 2:
The following is a quantum chemistry calculation of C5H13O2P in the gas phase, from the OMol25 dataset.

As for the LUMO energy: 0.0325 hartree. Its SMILES is CC(=O)OCCC[PH4]. Its molar mass is 136.1 g mol⁻¹. The highest occupied orbital energy is -8.345 eV. As for the net charge: 0.

The geometry in XYZ format:
```
21
C5H13O2P, DFT ωB97M-V with the def2-TZVPD basis set
C -0.007 3.050 -0.409
C -1.055 2.055 0.002
O -2.069 1.842 -0.606
O -0.751 1.431 1.162
C -1.273 0.099 1.321
C -0.727 -0.863 0.276
C 0.677 -1.377 0.576
P 1.484 -2.125 -0.985
H 0.090 3.023 -1.491
H 0.947 2.829 0.061
H -0.318 4.049 -0.100
H -2.362 0.118 1.329
H -0.938 -0.204 2.312
H -0.759 -0.394 -0.714
H -1.416 -1.710 0.216
H 1.318 -0.570 0.947
H 0.635 -2.173 1.327
H 1.912 -0.830 -1.404
H 0.216 -2.565 -1.459
H 2.284 -2.995 -0.184
H 2.112 -2.692 -2.177
```



Relative to the most stable structure, the computed energies are model 1 0.000; model 2 2.456, all in eV.



Model 1:
The following is a quantum chemistry calculation of C7H14 as an isolated structure, from the OMol25 dataset.

As for the LUMO energy: 0.0019 hartree. Its molar mass is 98.2 g mol⁻¹. The highest occupied orbital energy is -7.672 eV. As for the net charge: 0.

The geometry in XYZ format:
```
21
C7H14, DFT ωB97M-V with the def2-TZVPD basis set
C 1.739 0.080 0.412
C 1.293 1.457 -0.726
C 1.447 -1.253 -0.061
H 1.197 0.366 1.310
H 2.800 0.295 0.500
H 2.185 -1.681 -0.733
H 1.087 -1.941 0.694
H 2.316 1.694 -0.997
H 0.798 2.300 -0.264
H 0.807 1.149 -1.645
H 0.211 -1.161 -0.740
C -1.522 0.392 -0.584
C -1.753 0.609 0.817
C -1.220 -0.846 -1.154
C -1.642 -0.310 1.789
H -1.492 1.275 -1.207
H -2.045 1.617 1.093
H -1.338 -0.918 -2.229
H -1.652 -1.723 -0.681
H -1.371 -1.336 1.586
H -1.844 -0.066 2.820
```



Model 2:
The following is a quantum chemistry calculation of a 2-piece molecular cluster, C7H14 overall, from the OMol25 dataset.

As for the LUMO energy: 0.0380 hartree. Its molar mass is 98.2 g mol⁻¹. The highest occupied orbital energy is -8.157 eV. As for the net charge: 0.

The geometry in XYZ format:
```
21
C7H14, DFT ωB97M-V with the def2-TZVPD basis set
C 1.102 -1.641 -0.662
C 0.962 -1.420 0.720
C 1.490 -0.223 1.238
C -1.971 -0.147 1.011
C -1.827 0.322 -0.225
C -1.001 1.535 -0.571
C 0.394 1.101 -1.041
H 2.091 -1.499 -1.105
H 0.536 -2.451 -1.121
H 0.640 -0.460 -0.970
H 0.118 -1.879 1.233
H 2.517 0.039 0.972
H 0.917 0.511 0.311
H 1.224 0.064 2.255
H -2.495 -1.076 1.222
H -1.530 0.372 1.861
H -2.251 -0.236 -1.062
H -1.509 2.134 -1.340
H -0.914 2.168 0.321
H 1.128 1.909 -0.930
H 0.377 0.876 -2.115
```



Model 3:
The following is a quantum chemistry calculation of C7H14 as an isolated structure, from the OMol25 dataset.

As for the LUMO energy: 0.0380 hartree. Its molar mass is 98.2 g mol⁻¹. The highest occupied orbital energy is -9.461 eV. As for the net charge: 0.

The geometry in XYZ format:
```
21
C7H14, DFT ωB97M-V with the def2-TZVPD basis set
C 2.392 -0.053 -0.175
C 1.041 -0.561 -0.570
C -0.046 -1.436 0.091
C -1.129 -0.492 -0.508
C -2.423 -0.309 0.302
C 0.072 0.611 -0.541
C -0.029 1.466 0.723
H 2.216 1.086 -0.722
H 2.582 0.057 0.902
H 3.277 -0.512 -0.638
H 1.107 -0.890 -1.619
H -0.044 -2.479 -0.235
H -0.023 -1.389 1.186
H -1.387 -0.823 -1.518
H -2.229 -0.052 1.351
H -3.065 0.470 -0.124
H -3.010 -1.242 0.311
H 0.880 1.422 -1.336
H 0.834 2.129 0.787
H -0.089 0.901 1.664
H -0.930 2.095 0.672
```



Model 4:
The following is a quantum chemistry calculation of a 2-piece molecular cluster, C7H14 overall, from the OMol25 dataset.

As for the LUMO energy: -0.0544 hartree. Its molar mass is 98.2 g mol⁻¹. The highest occupied orbital energy is -6.750 eV. As for the net charge: 0.

The geometry in XYZ format:
```
21
C7H14, DFT ωB97M-V with the def2-TZVPD basis set
C 2.383 -1.360 0.549
C 1.197 -0.430 0.756
C 1.116 0.680 -0.236
C -0.243 1.424 -0.205
C -2.085 0.278 0.902
C -1.388 0.377 -0.286
C -1.488 -0.392 -1.444
H 2.375 -2.243 1.176
H 3.324 -0.818 0.659
H 2.303 -1.643 -0.504
H 0.905 -0.137 1.764
H 0.224 -1.094 0.421
H 1.135 0.238 -1.245
H 1.933 1.413 -0.198
H -0.525 1.960 0.696
H -0.264 1.999 -1.136
H -2.207 1.238 1.389
H -2.802 -0.517 1.055
H -0.865 -0.184 -2.314
H -0.183 -2.026 0.295
H -2.374 -0.882 -1.845
```



Relative to the most stable structure, the computed energies are model 1 1.230; model 2 1.544; model 3 0.000; model 4 3.585, all in eV.